1.
Formula: C5H4O2S
Source: the Open Molecules 2025 dataset
Level of theory: ωB97M-V/def2-TZVPD

The geometry in XYZ format:
```
12
Properties=species:S:1:pos:R:3:forces:R:3:mulliken_charge:R:1
C 1.07287 1.82239 -1.52015 2.74 -2.11 -0.06 -1.034
C 0.38261 0.93448 -0.60302 3.97 -2.80 -3.40 0.597
C -0.58123 1.27960 0.09313 -3.26 -5.87 3.11 -0.730
C -1.23375 0.09804 0.77123 -3.10 1.78 4.69 0.386
C 0.81324 -0.57320 -0.55766 3.83 0.47 2.21 0.365
H 2.09539 2.00322 -1.03305 -1.30 0.37 -1.09 0.259
H 0.46170 2.68580 -1.77870 0.51 -0.13 -0.28 0.386
H 1.26632 0.98878 -2.26753 0.19 2.12 -0.54 0.295
H -0.90230 2.19271 0.10919 -2.39 5.02 0.71 0.613
O -2.15067 0.32181 1.62524 3.53 -1.92 -3.75 -0.521
O 2.00904 -0.87593 -0.74624 -3.95 0.51 -0.45 -0.480
S -0.28191 -1.55033 0.55230 -0.79 2.55 -1.15 -0.136
```
Positions in Å, forces in eV/Å.

SMILES string: CC1=CC(=O)SC1=O
Gap between HOMO and LUMO, eV: 9.4
HOMO energy, eV: -10.25
Molecular weight, g mol⁻¹: 128.15
LUMO level, Eh: -0.0296
Relative energy (zero: lowest compared OMol25 entry of this formula, charge and spin), kcal/mol: 45.7

2.
Formula: C36H63N9
Source: the Open Molecules 2025 dataset
Level of theory: ωB97M-V/def2-TZVPD

The geometry in XYZ format:
```
108
Properties=species:S:1:pos:R:3:forces:R:3:mulliken_charge:R:1
C 0.87597 -0.86998 0.08165 1.37 0.45 -1.13 -0.865
C -0.52565 -0.70535 0.57067 -1.03 -0.57 -0.54 -0.511
C -1.35244 0.48682 -0.01817 1.33 0.11 1.13 1.478
C -1.37691 0.58216 -1.45283 0.12 -0.44 -1.95 -0.173
N -1.34849 0.69124 -2.60555 -0.04 -0.07 1.16 -0.519
H 1.45028 -1.69298 0.50702 -0.60 -0.44 0.05 0.112
H 1.59482 -0.06057 0.20895 -0.41 0.71 0.37 0.218
H 0.84959 -0.97941 -1.00252 0.12 -0.33 -0.16 0.371
H -0.53421 -0.76942 1.65876 -0.50 0.47 -0.04 0.264
H -1.05784 -1.57196 0.17841 -0.08 -0.40 0.44 0.140
H -0.79397 1.38532 0.24432 -0.44 0.39 0.51 -0.671
H -2.37717 0.51918 0.35195 0.11 0.11 0.25 0.038
C -3.51426 4.02364 -1.25940 -1.30 0.99 0.02 -0.618
C -5.03443 3.89882 -0.98490 -0.53 -0.85 1.00 -0.672
C -5.48330 3.44763 0.47625 0.64 -1.78 -0.91 -0.447
C -5.11786 2.03558 0.66670 0.18 1.97 -0.04 0.225
N -4.88482 0.93204 0.77256 0.51 -2.04 0.16 -0.528
H -3.29344 4.89653 -0.64508 1.14 0.11 -0.48 0.125
H -3.51317 4.17944 -2.33820 0.45 0.82 0.03 0.412
H -2.78761 3.21766 -1.15702 -0.65 -0.35 0.79 0.085
H -5.38556 3.29266 -1.81999 -0.76 -0.52 0.65 0.412
H -5.57395 4.84227 -1.06805 0.62 0.38 -0.48 0.329
H -6.54607 3.32673 0.68601 -0.38 1.00 -0.58 0.352
H -5.04937 4.02890 1.28985 0.17 0.16 -0.26 0.284
C 0.51881 4.43075 -1.06809 1.16 -0.15 1.46 -0.994
C 0.79779 4.60901 0.45577 -0.12 -0.08 -0.61 -0.109
C -0.46747 5.04559 1.15256 -0.24 -0.02 1.43 -0.539
C -1.39931 3.97869 1.52614 -0.97 -0.68 -0.38 0.229
N -2.19943 3.17556 1.75787 0.85 0.68 -0.01 -0.418
H 0.03326 3.46369 -1.19896 -0.08 0.08 -0.29 0.120
H 1.51348 4.40962 -1.51337 -0.31 -0.02 -0.66 0.386
H -0.10840 5.23240 -1.45804 0.20 -0.06 -0.09 0.326
H 1.57098 5.31947 0.74822 -0.03 0.52 -0.76 0.441
H 1.23155 3.70534 0.88395 -0.48 -0.40 -0.03 -0.065
H -1.01350 5.79598 0.58084 0.01 -0.05 -0.09 0.307
H -0.20794 5.50833 2.10472 -0.01 0.23 0.09 0.360
C -2.61026 -0.13531 -8.19855 -0.43 -0.27 -0.25 -1.172
C -1.61133 -0.14171 -7.03945 -0.26 1.19 0.14 -0.560
C -2.15588 -0.38573 -5.60321 -1.05 -0.57 -0.20 0.032
C -3.45182 0.35226 -5.26339 -2.42 1.48 0.78 0.281
N -4.45767 0.91212 -4.95105 4.10 -2.27 -1.29 -0.565
H -2.89147 -1.12128 -8.56853 0.13 -0.41 0.48 0.302
H -2.18195 0.30387 -9.09954 0.11 0.43 0.20 0.341
H -3.56568 0.34182 -7.98032 0.17 0.34 0.13 0.335
H -1.15735 0.84075 -6.90988 -0.02 0.30 -0.60 0.298
H -0.78354 -0.76440 -7.37874 0.00 -0.46 0.83 0.365
H -1.43705 -0.14661 -4.81949 -0.01 0.33 -0.21 0.235
H -2.35295 -1.44732 -5.45394 -0.34 -0.11 0.00 0.179
C -1.25664 0.18210 4.45656 1.56 -1.04 0.79 -0.984
C -0.53078 -0.79005 5.50619 -0.60 1.83 0.12 -0.713
C 0.93105 -0.27123 5.99029 -2.21 -0.46 -0.82 0.145
C 1.50140 -1.14422 6.98892 -0.46 0.74 -1.07 0.112
N 1.92171 -1.78804 7.82218 0.74 -1.18 1.30 -0.473
H -1.76760 0.99687 4.96955 0.06 -0.08 -0.04 0.480
H -1.97614 -0.40292 3.88370 0.06 0.23 -0.12 0.321
H -0.47396 0.60677 3.82794 -0.30 0.10 -0.43 0.131
H -0.62028 -1.83567 5.21163 0.73 0.10 -0.24 0.438
H -1.24660 -0.70108 6.32337 0.52 -0.31 0.64 0.321
H 0.80556 0.69067 6.48739 -0.04 0.15 -0.24 0.247
H 1.61320 -0.13256 5.15152 -0.04 -0.08 0.04 0.006
C 3.53153 -2.35250 2.50521 0.64 -0.25 0.60 -0.473
C 4.33232 -2.74852 3.77633 -1.50 -0.34 0.38 -0.714
C 5.25937 -3.96453 3.66751 -0.07 -0.15 -1.15 -0.443
C 4.61311 -5.17677 3.12723 -0.40 0.79 1.03 0.181
N 4.12326 -6.11751 2.70431 -0.30 -0.64 -0.44 -0.432
H 2.67268 -3.01493 2.39717 0.03 0.02 -0.19 0.463
H 4.15616 -2.41107 1.61386 0.02 -0.05 -0.12 0.075
H 3.18155 -1.32291 2.57978 -0.09 -0.05 0.09 0.005
H 3.61539 -3.08586 4.52487 -0.46 0.06 0.01 0.261
H 4.71308 -1.87115 4.29916 0.91 -0.13 -0.44 0.432
H 5.69189 -4.20479 4.63875 0.30 0.05 -0.25 0.356
H 5.97913 -3.87838 2.85350 0.89 0.78 0.51 0.248
C -4.63211 -3.37941 -3.30728 0.88 0.59 -0.18 -0.850
C -4.29083 -2.71669 -1.93828 -1.55 -0.19 0.59 -0.342
C -5.15542 -1.41751 -1.78512 0.97 -0.87 0.56 0.210
C -6.58345 -1.71781 -1.71490 -1.82 0.24 0.12 0.201
N -7.71915 -1.86982 -1.51108 1.78 0.04 -0.50 -0.548
H -4.01207 -2.92003 -4.07710 0.13 0.12 -0.11 -0.018
H -5.64901 -3.14895 -3.62492 -0.13 0.04 0.38 0.325
H -4.51207 -4.45076 -3.46822 0.20 -0.04 0.70 0.360
H -3.27575 -2.50422 -1.60279 0.46 0.26 -1.26 0.229
H -4.54232 -3.33514 -1.07666 -0.68 -0.48 -0.22 0.372
H -4.85738 -0.69149 -2.54155 -0.50 0.07 -0.10 0.181
H -4.96513 -0.99354 -0.79915 0.28 0.29 -0.04 -0.113
C 3.91619 1.76759 1.31097 -0.09 0.25 0.40 -0.229
C 5.21990 2.07272 2.11715 -0.80 -0.07 -0.33 -0.567
C 4.95776 2.87365 3.41757 -0.23 -0.23 -0.11 -0.491
C 4.21165 2.18277 4.50307 -0.89 -1.26 1.29 0.313
N 3.64757 1.65412 5.38271 1.24 1.20 -2.10 -0.459
H 3.16322 2.54652 1.43098 0.28 0.59 0.26 -0.149
H 3.31176 0.90671 1.59673 0.61 -0.47 -0.04 -0.082
H 4.11643 1.79765 0.23995 0.07 -0.55 0.04 0.468
H 5.80688 2.64788 1.40109 0.15 0.58 0.49 0.327
H 5.88069 1.22990 2.31993 -0.48 -0.41 0.05 0.332
H 4.34836 3.73502 3.14415 0.14 0.22 0.13 0.224
H 5.88895 3.21454 3.87010 0.02 0.12 -0.11 0.383
C 4.17401 -3.06969 -3.15437 0.95 -0.06 -0.40 -1.192
C 4.47413 -3.49583 -1.70596 -1.61 -1.10 -0.33 -0.313
C 3.11470 -3.92792 -1.11909 -1.07 -0.64 -0.42 0.414
C 2.58977 -5.24608 -1.67023 0.60 1.37 0.60 0.106
N 2.11260 -6.20887 -2.07182 0.08 -0.09 -0.09 -0.459
H 3.41433 -2.29206 -3.23365 0.13 0.22 0.33 0.310
H 3.80966 -3.86390 -3.80598 -0.08 -0.42 0.42 0.324
H 5.07654 -2.73356 -3.66481 0.05 0.27 0.08 0.367
H 4.91626 -2.70380 -1.10155 0.02 -0.08 -0.10 0.302
H 5.02146 -4.43479 -1.62297 0.88 0.45 -0.35 0.328
H 2.37721 -3.20002 -1.45730 -0.23 0.10 0.27 -0.144
H 3.04142 -3.98915 -0.03328 0.27 -0.06 0.00 -0.064
```
Positions in Å, forces in eV/Å.

SMILES string: CCCC#N.CCCC#N.CCCC#N.CCCC#N.CCCC#N.CCCC#N.CCCC#N.CCCC#N.CCCC#N
Gap between HOMO and LUMO, eV: 10.6
HOMO energy, eV: -10.78
Molecular weight, g mol⁻¹: 621.96
LUMO level, Eh: -0.0057
Relative energy (zero: lowest compared OMol25 entry of this formula, charge and spin), kcal/mol: 96.9

3.
Formula: C4H4N2O
Source: the Open Molecules 2025 dataset
Level of theory: ωB97M-V/def2-TZVPD

The geometry in XYZ format:
```
11
Properties=species:S:1:pos:R:3:forces:R:3:mulliken_charge:R:1
O -0.81363 1.67197 0.62667 1.32 2.61 0.49 -0.489
C -0.04298 1.34795 -0.27702 -1.10 0.19 2.38 0.779
C -0.82402 0.49139 -1.12388 0.63 -1.22 -0.12 -0.598
C -0.98555 -0.49809 -0.15432 0.47 -1.83 -1.85 -0.277
N 0.17648 -0.91100 0.52394 -0.53 1.09 1.02 -0.106
C 1.30670 -0.10547 0.50436 0.23 -0.04 -0.06 -0.168
N 1.29966 1.09396 0.03402 0.03 -0.57 -0.60 -0.512
H -0.64732 0.28436 -2.15664 -1.06 0.12 -0.74 0.336
H -1.83536 -1.16045 -0.03903 0.24 -0.54 -0.52 0.410
H 0.13658 -1.66594 1.19458 -0.10 0.22 -0.05 0.254
H 2.22944 -0.54869 0.86732 -0.14 -0.03 0.03 0.371
```
Positions in Å, forces in eV/Å.

SMILES string: O=c1cc[nH]cn1
Gap between HOMO and LUMO (spin up / spin down), eV: 8.3 / 8.3
HOMO energy (spin up / spin down), eV: -8.36 / -8.36
Molecular weight, g mol⁻¹: 96.09
LUMO level (spin up / spin down), Eh: -0.0020 / -0.0020
Relative energy (zero: lowest compared OMol25 entry of this formula, charge and spin), kcal/mol: 95.8

4.
Formula: C4H9FN3
Source: the Open Molecules 2025 dataset
Level of theory: ωB97M-V/def2-TZVPD

The geometry in XYZ format:
```
17
Properties=species:S:1:pos:R:3:forces:R:3:mulliken_charge:R:1
C 2.34108 -0.06596 -0.30382 0.48 1.78 -3.42 0.511
C -0.83037 -1.37431 -0.60802 -0.83 1.53 0.55 0.050
C 2.63410 -0.28982 1.02876 -3.14 1.06 1.72 -0.944
C -2.45749 0.34359 -0.21705 0.49 -3.72 0.59 -0.824
N -0.11172 0.67441 0.31452 0.96 -1.17 -0.76 -0.793
N -1.04042 -0.10944 -0.24330 0.32 -1.56 1.67 0.448
N 2.37106 0.24881 -1.42305 -0.81 0.27 0.83 -0.105
F 0.35131 -1.93663 -0.51544 1.59 0.56 0.35 -0.200
H -1.51658 -2.19419 -0.74791 -1.04 0.90 -0.42 0.270
H 3.02899 0.55800 1.51119 1.51 1.24 -0.01 0.368
H 3.11260 -1.17045 1.22536 1.26 -2.30 0.56 0.371
H 1.63728 -0.17797 1.53791 0.36 -1.01 -0.51 0.362
H -2.92221 -0.52427 -0.72339 -0.71 1.31 -0.22 0.296
H -2.85643 0.35847 0.80155 0.47 0.18 -0.07 0.318
H -2.42600 1.27269 -0.65936 -0.68 1.86 -1.28 0.348
H -0.50614 1.50260 0.73255 -0.75 0.10 -0.40 0.149
H 1.98390 0.82284 -2.19916 0.53 -1.02 0.82 0.375
```
Positions in Å, forces in eV/Å.

Gap between HOMO and LUMO, eV: 8.0
HOMO energy, eV: -11.84
Molecular weight, g mol⁻¹: 118.13
LUMO level, Eh: -0.1403
Total charge: +1
Relative energy (zero: lowest compared OMol25 entry of this formula, charge and spin), kcal/mol: 102.6

5.
Formula: C5H6N2O
Source: the Open Molecules 2025 dataset
Level of theory: ωB97M-V/def2-TZVPD

The geometry in XYZ format:
```
14
Properties=species:S:1:pos:R:3:forces:R:3:mulliken_charge:R:1
C 0.22238 -1.21232 -0.24994 -0.94 0.11 -1.97 0.421
C 0.01730 -0.60524 1.92198 1.83 -0.34 -2.20 -0.364
C 0.10293 -0.11109 0.60588 -0.35 -0.94 3.45 0.683
C 0.10481 1.22659 0.27243 -1.55 6.65 -1.46 -0.624
C -0.79058 1.86401 -0.61542 1.48 0.45 -0.19 -0.527
H 0.35975 -1.78948 -2.19923 0.74 -2.80 -1.47 0.279
H 0.71049 -0.24588 -2.03888 -0.47 -0.22 0.53 0.271
H 0.05545 -0.30109 3.00109 -0.29 0.22 -1.56 0.375
H 0.82985 1.99870 0.93922 -1.96 -2.19 -2.10 0.190
H -0.49423 2.98957 -0.76753 -1.15 -2.19 0.19 0.224
H -1.69569 1.43468 -1.35276 2.89 0.82 2.41 0.252
N 0.09834 -1.00749 -1.72115 0.09 1.75 3.83 -0.507
N 0.23498 -2.34654 0.42147 0.64 1.34 0.48 -0.526
O 0.24421 -1.89444 1.78284 -0.96 -2.66 0.07 -0.147
```
Positions in Å, forces in eV/Å.

SMILES string: C=Cc1conc1N
Gap between HOMO and LUMO, eV: 9.4
HOMO energy, eV: -8.79
Molecular weight, g mol⁻¹: 110.12
LUMO level, Eh: 0.0239
Relative energy (zero: lowest compared OMol25 entry of this formula, charge and spin), kcal/mol: 87.9

6.
Formula: C12H9F5FeNO7Se
Source: the Open Molecules 2025 dataset
Level of theory: ωB97M-V/def2-TZVPD

The geometry in XYZ format:
```
36
Properties=species:S:1:pos:R:3:forces:R:3:mulliken_charge:R:1
Fe 0.94977 -0.11278 -0.10405 -0.02 0.03 -0.41 0.721
O 2.94137 -1.73094 -3.20627 0.04 0.00 0.01 -0.464
C 2.53782 -1.29464 -2.03592 -0.10 -0.02 0.00 0.873
O 1.89495 -0.26732 -1.89715 0.02 -0.01 -0.08 -0.482
C 2.90645 -2.16776 -0.86411 0.02 -0.10 -0.02 -0.599
O 2.80616 -1.41903 0.33180 -0.10 0.10 -0.12 -0.401
C 3.88791 -0.47220 0.50719 0.06 -0.02 0.03 -0.457
C 3.43817 0.97975 0.28915 -0.06 -0.07 0.09 0.597
O 4.27102 1.82020 0.05666 0.01 0.00 0.04 -0.639
O 2.16608 1.16145 0.49323 0.14 0.26 -0.01 -0.545
H 2.59405 -1.14546 -3.89999 0.00 0.01 0.00 0.391
H 3.90082 -2.59562 -0.99808 0.01 0.04 0.01 0.441
H 2.17311 -2.97431 -0.82556 -0.01 0.02 0.04 0.336
H 4.72557 -0.71723 -0.14437 -0.03 0.00 -0.03 0.344
H 4.22002 -0.55851 1.54195 0.01 -0.02 0.00 0.346
N 0.27117 -0.36227 1.73672 -0.07 0.04 -0.07 -0.397
C -0.82891 -1.34385 1.72714 -0.03 -0.03 -0.01 -0.329
C -0.72474 -2.20360 0.46865 -0.06 0.14 -0.11 0.529
O -1.33444 -3.23689 0.36087 0.04 -0.05 0.05 -0.654
O 0.05889 -1.69268 -0.45578 0.02 -0.33 0.02 -0.494
H 1.08908 -0.77047 2.18168 -0.02 0.06 0.09 0.337
H 0.04743 0.48741 2.23938 -0.09 0.07 -0.06 0.329
H -1.78431 -0.82190 1.69903 0.00 0.05 -0.03 0.143
H -0.82145 -1.98682 2.60587 -0.03 0.02 0.01 0.382
F -5.97094 2.51042 0.84660 -0.01 0.00 0.01 -0.294
C -4.75918 2.23674 0.37343 0.01 0.01 -0.01 0.622
C -4.57057 2.00350 -0.97734 -0.01 0.01 -0.03 0.249
F -5.61008 2.05038 -1.80806 -0.01 0.00 0.00 -0.283
C -3.30541 1.71621 -1.45449 0.00 -0.09 -0.02 0.486
F -3.17574 1.49206 -2.76380 -0.03 0.00 0.00 -0.303
C -2.18831 1.65221 -0.62715 0.04 -0.16 -0.08 -0.414
Se -0.50220 1.26988 -1.44615 0.11 0.01 0.63 -0.030
C -2.41340 1.91721 0.71286 0.05 0.12 0.05 0.259
F -1.39371 1.94819 1.58912 0.08 -0.08 0.00 -0.371
C -3.66986 2.19415 1.22207 0.02 0.00 0.01 0.076
F -3.82660 2.43452 2.52490 -0.01 0.00 0.00 -0.305
```
Positions in Å, forces in eV/Å.

Gap between HOMO and LUMO (spin up / spin down), eV: 6.6 / 8.1
HOMO energy (spin up / spin down), eV: -8.35 / -8.44
Molecular weight, g mol⁻¹: 509.00
2S+1: 2
LUMO level (spin up / spin down), Eh: -0.0628 / -0.0134
Relative energy (zero: lowest compared OMol25 entry of this formula, charge and spin), kcal/mol: 0.0